Computed, not measured: the ion C5H12NO with charge +1 in a non-equilibrium geometry, with wB97M-V/def2-TZVPD.

Summary:
* energy above the lowest of the compared OMol25 structures with the same formula, charge and spin: 4.507 eV
* HOMO energy (spin up / spin down): -0.3449 / -0.5259 Ha
* 2S+1: 3
* charge: +1
* E: -327.13066 hartree
* orbital gap (spin up / spin down): 6.6 / 9.5 eV

Each line ends with the Mulliken spin population.
Geometry (Å):
C  -1.778  1.599  1.269  1.469
C  -0.700  -0.543  1.134  0.020
C  0.994  0.948  -1.536  0.011
C  -0.691  -0.241  -0.294  0.052
C  1.423  -1.355  -0.932  0.009
N  -1.220  0.650  1.943  0.272
O  0.748  -0.119  -0.514  -0.012
H  0.410  0.978  -2.446  -0.003
H  -2.260  2.373  1.945  0.071
H  -1.274  -1.432  1.628  -0.003
H  0.248  -0.964  1.486  0.017
H  1.998  0.909  -1.849  0.003
H  0.875  1.871  -1.014  -0.005
H  -1.230  -0.915  -1.063  -0.002
H  -1.256  0.722  -0.261  0.073
H  0.723  -1.960  -1.478  0.000
H  2.403  -1.055  -1.173  -0.001
H  1.691  -1.871  0.122  0.000
H  -1.103  0.403  3.034  0.029